(1)
Density functional theory data (ωB97M-V with the def2-TZVPD basis set) for an isolated molecule of C3H8N2O2 at a distorted geometry.

Element x y z (Å)
C (1.1538, -0.1228, -1.5919)
C (-0.1628, 0.3522, -0.9385)
O (-0.9161, 1.2093, -1.7172)
C (-0.5415, -0.0246, 0.2861)
N (-1.7567, 0.2649, 0.8722)
O (0.2933, -1.0057, 0.9363)
N (1.2095, -0.3559, 1.8495)
H (1.6985, 0.7683, -1.9178)
H (1.8236, -0.7093, -0.9588)
H (0.8959, -0.7124, -2.4758)
H (-1.5349, 1.6467, -1.1022)
H (-2.5174, 0.1158, 0.2119)
H (-1.8972, -0.3102, 1.6994)
H (1.6581, -1.1579, 2.2888)
H (0.5939, 0.0418, 2.5580)

Cartesian forces, eV/Å:
C -1.02 0.71 0.00
C 1.53 -0.55 0.23
O -0.18 -0.06 0.75
C 2.37 -1.81 -0.94
N -0.96 0.16 0.69
O -1.42 1.13 -0.46
N -0.17 0.14 -0.07
H -0.04 -0.11 -0.10
H -0.54 0.17 0.13
H 0.12 0.06 -0.03
H 0.24 -0.03 -0.49
H 0.01 -0.11 0.33
H -0.12 0.21 -0.25
H -0.04 0.07 0.00
H 0.20 0.01 0.22

Summary:
Orbital gap: 8.548 eV
Structure (SMILES): C/C(O)=C(/N)ON
Highest occupied orbital energy: -7.79 eV

(2)
Density functional theory data (ωB97M-V with the def2-TZVPD basis set) for a cluster of 2 separate species, C5H9N2S in total at a distorted geometry.

Element x y z (Å)
C (-2.2352, -1.4964, -0.6370)
C (-2.5397, -0.1812, -0.2554)
C (-0.2819, -0.3901, -0.2170)
C (-3.7755, 0.6126, -0.2229)
C (5.2463, -0.5486, -0.6303)
N (-1.2983, 0.4182, 0.1081)
N (-0.8453, -1.5295, -0.7171)
S (3.7697, -0.0007, 0.2641)
H (-2.7818, -2.4074, -0.5798)
H (-4.1858, 1.0123, -1.1772)
H (-4.6066, -0.0310, 0.1831)
H (-3.7555, 1.3728, 0.5350)
H (6.1764, -0.2764, -0.1048)
H (5.4196, 0.1465, -1.4241)
H (5.2155, -1.6524, -0.6635)
H (-1.2473, 1.4377, 0.4346)
H (-0.3257, -2.4516, -0.7417)

Cartesian forces, eV/Å:
C 0.82 3.08 0.87
C 1.24 -1.36 -0.11
C -2.82 -1.21 -0.53
C -2.32 -1.02 0.60
C 0.08 -0.39 2.04
N 0.14 1.55 -0.69
N 2.18 -1.12 1.54
S 0.46 0.11 -0.20
H -0.55 -0.25 -0.73
H 0.86 -0.26 0.48
H 0.72 0.29 -0.57
H 0.36 0.72 0.13
H -0.42 -0.17 0.75
H -0.50 -0.36 -1.50
H 0.21 0.80 -1.11
H 0.18 -2.13 -0.76
H -0.64 1.72 -0.22

Summary:
Orbital gap (alpha / beta): 4.641 / 7.086 eV
Total charge: +1
Highest occupied orbital energy (alpha / beta): -11.96 / -11.66 eV

- Which formula does entry 2 have?
  C5H9N2S